# 1
Entry from the Open Molecules 2025 dataset: a single C5H11NO molecule at a distorted geometry (wB97M-V/def2-TZVPD).

Structure (XYZ):
```
18
Properties=species:S:1:pos:R:3:forces:R:3
C -0.9159 -0.1151 -1.9070 0.3952 -0.5849 0.4120
C -0.1166 0.1086 -0.6096 -0.6862 0.0639 0.0252
C 1.3774 0.0203 -0.8321 1.1798 0.6307 -0.7025
C -0.6572 -0.7456 0.5407 0.7585 1.1824 1.0188
C -0.4291 -0.1680 1.9681 0.6959 0.8706 -2.1004
N 0.2361 1.0630 2.0788 -0.9173 -1.2421 0.6883
O -0.8417 -0.7369 2.9291 -0.6808 -0.6814 1.2571
H -1.0290 -1.1871 -2.0872 -0.1282 0.0447 -0.1421
H -0.4023 0.3150 -2.7655 -0.0619 0.1164 -0.0174
H -1.8953 0.3455 -1.7942 -0.1054 -0.1203 -0.1658
H -0.3617 1.1503 -0.3687 0.3823 -0.0233 0.2028
H 2.0321 0.2888 0.0024 -0.3845 0.3419 0.2393
H 1.8890 -0.8904 -1.1647 -0.9831 -0.4578 -0.1090
H 1.5776 0.7405 -1.6377 0.3138 -0.0305 0.2335
H -0.1309 -1.6963 0.6019 -0.5462 -0.4233 -0.3301
H -1.7428 -0.7999 0.5034 -0.0307 -0.6109 -0.2285
H 0.3898 1.1500 3.0797 0.5339 0.5747 -0.2846
H 1.0207 1.1573 1.4627 0.2647 0.3493 0.0035
```
Positions in Å, forces in eV/Å.

Computed properties:
SMILES string: CC(C)CC(N)=O
Energy above the lowest of the compared OMol25 structures with the same formula, charge and spin, kJ/mol: 42.4
F_max, eV/A: 2.4
Frontier orbital gap, eV: 10.5

Atom charges from the natural (NBO) analysis, given in e for atoms 1 to 4: atom 1 (C): -0.5920, atom 2 (C): -0.2357, atom 3 (C): -0.6219, atom 4 (C): -0.5047

# 2
Entry from the Open Molecules 2025 dataset: 2 unconnected molecules or ions with the total composition C5H11NO (wB97M-V/def2-TZVPD).

Structure (XYZ):
```
18
Properties=species:S:1:pos:R:3:forces:R:3
C 2.9020 0.1235 0.2628 0.1832 0.0559 0.0605
N 1.5258 -0.1538 -0.1207 -0.3261 0.3682 0.0465
C 0.6675 0.7401 0.0279 0.2179 -0.3267 -0.0822
O 0.5196 2.0042 0.4720 0.1717 0.0988 0.0865
C -0.6709 1.2531 -0.0382 -0.2212 -0.1308 -0.0621
C -1.7272 0.9222 0.9790 0.0262 -0.0115 0.0394
H 3.5503 -0.0703 -0.5981 -0.0964 0.0495 0.1384
H 3.1967 -0.5750 1.0532 -0.0476 0.1161 -0.1115
H 3.0721 1.1495 0.6140 -0.0526 -0.1394 -0.0503
H -1.0223 1.6484 -0.9915 0.0867 -0.0287 0.1470
H -2.5067 0.3079 0.5168 0.1442 0.0888 0.0463
H -1.3053 0.3676 1.8205 -0.0273 0.0832 -0.0993
H -2.1915 1.8384 1.3565 0.0539 -0.0863 -0.0835
C -1.2010 -1.9095 -1.0695 0.0192 -0.0249 -0.0152
H -0.1951 -1.5518 -0.8347 -0.2055 -0.1049 -0.0621
H -1.7013 -2.2278 -0.1505 0.0479 0.0346 -0.1429
H -1.1323 -2.7562 -1.7564 -0.0485 0.1006 0.0897
H -1.7803 -1.1105 -1.5430 0.0742 -0.1425 0.0547
```
Positions in Å, forces in eV/Å.

Computed properties:
SMILES string: C/N=C1\O[C@@H]1C.C
Energy above the lowest of the compared OMol25 structures with the same formula, charge and spin, kJ/mol: 246.2
F_max, eV/A: 0.5
Frontier orbital gap, eV: 10.8

Atom charges from the natural (NBO) analysis, given in e for atoms 1 to 4: atom 1 (C): -0.4330, atom 2 (N): -0.4811, atom 3 (C): 0.5339, atom 4 (O): -0.4789